Formula: C6H12O
Source: the Open Molecules 2025 dataset
Level of theory: wB97M-V/def2-TZVPD

XYZ file:
```
19
Properties=species:S:1:pos:R:3:forces:R:3:nbo_charge:R:1
C 2.0298 0.2921 -0.4668 0.020 0.037 -0.085 -0.605
C 1.0495 -0.1985 0.5964 -0.005 -0.015 0.089 -0.390
C -0.3868 -0.3198 0.1164 0.067 0.033 -0.038 -0.081
C -0.5959 -1.2534 -1.0568 -0.030 -0.016 -0.018 -0.603
C -1.4597 -0.2209 1.1791 -0.101 -0.083 0.143 -0.431
C -1.2922 0.8833 0.1887 -0.155 -0.223 -0.126 0.079
O -0.8227 2.1077 0.6738 0.126 0.157 -0.098 -0.702
H 1.8037 1.3210 -0.7681 0.014 -0.107 0.005 0.194
H 2.0033 -0.3324 -1.3665 0.003 0.075 0.135 0.203
H 3.0559 0.2774 -0.0861 -0.129 0.022 -0.045 0.212
H 1.0852 0.4717 1.4611 -0.013 -0.062 -0.108 0.218
H 1.3707 -1.1874 0.9536 -0.068 0.127 -0.042 0.200
H -0.2839 -0.7880 -1.9954 0.014 -0.019 0.030 0.207
H -0.0155 -2.1700 -0.9358 -0.006 -0.047 0.045 0.210
H -1.6426 -1.5416 -1.1651 -0.013 0.061 0.020 0.212
H -1.1276 -0.0052 2.1914 -0.007 -0.018 -0.151 0.225
H -2.3430 -0.8516 1.1180 0.141 0.099 -0.046 0.214
H -2.0627 0.9710 -0.5818 0.179 -0.028 0.100 0.170
H -0.3655 2.5446 -0.0561 -0.036 0.007 0.193 0.468
```
Positions in Å, forces in eV/Å.

As for the charge: 0. Its HOMO energy is -9.37 eV. The value obtained for the electronic energy is -311.01922 Eh. The energy relative to the best compared isomer or geometry (same formula, charge and spin) comes out at 1.0897 eV. The calculation puts the lowest unoccupied orbital energy at 0.90 eV. Its structure (SMILES) is CC[C@@]1(C)C[C@H]1O.



Formula: C6H12O
Source: the Open Molecules 2025 dataset
Level of theory: wB97M-V/def2-TZVPD

XYZ file:
```
19
Properties=species:S:1:pos:R:3:forces:R:3:nbo_charge:R:1
C -2.4719 0.3381 0.4606 -0.061 0.003 0.040 -0.643
C -1.1215 0.1583 -0.1864 -0.025 -0.114 -0.272 0.004
C -0.9774 -0.5558 -1.3072 -0.132 0.107 0.033 -0.415
O 0.9078 -1.5840 0.4405 -0.074 -0.085 0.201 -0.730
C 1.2957 -0.2335 0.6091 0.187 0.317 0.081 0.107
C 2.4414 0.0869 -0.3457 0.037 -0.009 -0.037 -0.623
C 0.1034 0.7757 0.4654 -0.051 0.001 0.038 -0.476
H -3.1807 -0.4254 0.1188 0.144 0.172 0.032 0.219
H -2.8826 1.3177 0.1855 0.048 -0.103 0.092 0.223
H -2.4271 0.3061 1.5556 0.079 -0.035 -0.185 0.214
H -0.0559 -1.5847 0.3358 0.303 -0.261 -0.089 0.483
H -1.7860 -1.1332 -1.7449 -0.082 0.273 -0.013 0.201
H -0.0161 -0.6204 -1.8059 -0.110 -0.103 0.086 0.206
H 1.6835 -0.1470 1.6326 -0.060 0.121 -0.086 0.162
H 3.1943 -0.7047 -0.2945 -0.070 0.107 0.018 0.221
H 2.9139 1.0370 -0.0681 -0.085 -0.136 -0.051 0.206
H 2.1013 0.1664 -1.3850 -0.002 -0.042 0.169 0.199
H 0.4368 1.6401 -0.1225 -0.011 -0.137 0.095 0.227
H -0.1587 1.1623 1.4563 -0.037 -0.076 -0.152 0.214
```
Positions in Å, forces in eV/Å.

As for the charge: 0. Its HOMO energy is -9.54 eV. The value obtained for the electronic energy is -311.01758 Eh. The energy relative to the best compared isomer or geometry (same formula, charge and spin) comes out at 1.1344 eV. The calculation puts the lowest unoccupied orbital energy at 0.96 eV. Its structure (SMILES) is C=C(C)C[C@H](C)O.



Number 1: gap between HOMO and LUMO 10.27 eV. Number 2: gap between HOMO and LUMO 10.50 eV.